DFT (ωB97M-V/def2-TZVPD) results for a structure of composition C47H53N4O8SeTa.

Positions of all 114 atoms, in Å:
Ta 0.895 -1.420 -0.860
C -1.273 6.399 -1.426
C -1.725 5.262 -2.397
C -3.228 5.176 -2.300
C -1.411 5.620 -3.847
C -1.020 3.975 -2.017
C -1.673 2.778 -1.898
C -0.966 1.617 -1.539
Se -1.909 -0.081 -1.210
C -1.970 -0.069 0.675
C -3.040 0.564 1.254
C -3.230 0.361 2.607
C -2.330 -0.468 3.281
C -1.241 -1.085 2.758
C -1.132 -0.923 1.343
O -0.213 -1.621 0.695
C -0.417 -2.056 3.672
C 1.115 -2.144 3.350
C -1.035 -3.435 3.515
C -0.511 -1.680 5.157
C -4.410 1.004 3.379
C -3.906 1.840 4.586
C -5.181 1.936 2.474
C -5.261 -0.146 3.884
C 0.401 1.647 -1.313
O 1.021 0.529 -0.973
C 1.069 2.877 -1.380
C 0.335 3.995 -1.879
C 2.526 3.050 -1.110
C 2.813 2.839 0.376
C 3.289 2.149 -2.109
C 3.027 4.501 -1.391
H -1.947 7.302 -1.487
H -0.292 6.745 -1.695
H -1.286 6.047 -0.420
H -3.604 6.161 -2.374
H -3.609 4.664 -1.389
H -3.624 4.588 -3.126
H -1.905 6.614 -4.028
H -1.968 4.952 -4.481
H -0.351 5.645 -4.041
H -2.737 2.700 -1.997
H -3.697 1.223 0.646
H -2.514 -0.558 4.348
H 1.365 -2.072 2.319
H 1.509 -3.099 3.735
H 1.664 -1.315 3.885
H -1.028 -3.789 2.454
H -2.085 -3.397 3.848
H -0.472 -4.158 4.091
H -0.103 -0.720 5.444
H 0.021 -2.406 5.708
H -1.593 -1.758 5.471
H -3.507 2.819 4.212
H -3.094 1.304 5.062
H -4.709 1.993 5.319
H -4.516 2.669 1.955
H -5.912 2.623 2.998
H -5.807 1.500 1.681
H -4.618 -0.810 4.444
H -5.677 -0.654 3.037
H -6.073 0.188 4.486
H 0.845 4.888 -2.041
H 2.573 1.807 0.719
H 2.210 3.501 0.980
H 3.814 3.148 0.575
H 2.953 1.129 -1.927
H 4.401 2.161 -1.919
H 3.016 2.454 -3.081
H 2.442 5.224 -0.823
H 2.944 4.752 -2.477
H 4.077 4.476 -1.117
O 0.809 -1.339 -2.842
C -0.186 -1.401 -3.729
C -0.230 -0.508 -4.783
C -1.242 -0.587 -5.760
C -2.239 -1.557 -5.629
C -2.187 -2.422 -4.583
C -1.146 -2.392 -3.599
C -1.041 -3.347 -2.515
N -0.277 -3.153 -1.506
N -0.245 -4.285 -0.665
C 0.862 -4.167 0.021
O 1.687 -3.182 -0.202
C 1.254 -5.155 1.053
C 0.539 -6.328 1.290
C 1.000 -7.260 2.223
C 2.106 -6.923 3.012
C 2.821 -5.764 2.833
C 2.430 -4.883 1.791
H 0.552 0.216 -4.927
H -1.314 0.112 -6.587
H -2.971 -1.768 -6.388
H -2.953 -3.242 -4.483
H -1.589 -4.299 -2.588
H -0.381 -6.445 0.694
H 0.606 -8.280 2.305
H 2.581 -7.672 3.600
H 3.763 -5.568 3.318
H 3.087 -4.075 1.570
O 6.991 -0.523 0.060
C 6.727 -0.995 -1.137
O 7.581 -1.065 -2.008
C 5.306 -1.360 -1.565
C 4.919 -1.602 -2.876
N 3.580 -1.563 -2.920
N 3.078 -1.469 -1.671
C 4.121 -1.287 -0.840
C 3.636 -0.879 0.512
O 4.417 -0.504 1.388
O 2.364 -0.944 0.664
H 6.118 -0.402 0.594
H 5.568 -1.671 -3.751
H 2.983 -1.592 -3.728

Computed properties:
- charge = 0
- molar mass (g/mol) = 1061.87
- ΔE to the lowest compared entry with this formula, charge and spin (kJ/mol) = 0.0
- DFT total energy (Ha) = -5102.396322

=====

DFT (ωB97M-V/def2-TZVPD) results for a structure of composition C8H9ClNOP.

Positions of all 21 atoms, in Å:
C 2.447 -1.589 -0.564
C 1.065 -1.624 -0.910
C 2.910 -0.578 0.293
C 0.158 -0.748 -0.423
C 1.970 0.324 0.896
C 0.625 0.219 0.559
C -1.081 1.631 -0.404
C -0.359 1.163 0.973
N -3.137 -0.661 -0.448
O -1.530 0.455 1.506
P -2.427 0.523 0.210
Cl -4.640 -1.578 -0.392
H 3.165 -2.355 -1.086
H 0.932 -2.343 -1.761
H 3.932 -0.603 0.510
H -0.877 -0.752 -0.709
H 2.341 1.018 1.661
H -1.563 2.591 -0.342
H -0.608 1.514 -1.494
H 0.103 1.942 1.548
H -3.427 1.450 0.379

Computed properties:
- charge = 0
- molar mass (g/mol) = 201.59
- ΔE to the lowest compared entry with this formula, charge and spin (kJ/mol) = 0.0
- DFT total energy (Ha) = -1241.653520

=====

DFT (ωB97M-V/def2-TZVPD) results for a cluster of 2 separate species, C5H12NO in total.

Positions of all 19 atoms, in Å:
C 2.696 -1.287 -0.292
C 1.821 -0.385 0.504
C 0.535 -0.679 0.822
N -0.309 0.311 1.528
H 2.115 -2.101 -0.752
H 3.206 -0.733 -1.088
H 3.477 -1.734 0.352
H 2.182 0.626 0.726
H 0.035 -1.581 0.529
H 0.207 1.064 1.884
H -0.998 0.664 0.843
H -0.839 -0.124 2.292
C -1.387 0.042 -1.216
C -2.312 0.960 -0.839
O -2.159 2.340 -0.718
H -1.697 -1.011 -1.272
H -0.323 0.281 -1.447
H -3.326 0.621 -0.644
H -2.925 2.727 -1.215

Computed properties:
- spin multiplicity = 2
- ⟨S²⟩ = 0.76
- charge = +2
- molar mass (g/mol) = 102.16
- ΔE to the lowest compared entry with this formula, charge and spin (kJ/mol) = 228.4
- DFT total energy (Ha) = -326.896058

=====

DFT (ωB97M-V/def2-TZVPD) results for a structure of composition C8H18Cl4N2O2.

Positions of all 34 atoms, in Å:
Cl -0.191 1.562 0.578
C 1.035 0.457 1.047
C 0.698 -0.904 0.511
Cl -0.583 -1.680 1.617
H 1.230 0.461 2.120
H 2.010 0.761 0.667
H 1.488 -1.653 0.449
H 0.282 -0.875 -0.496
Cl -0.746 -0.008 -2.345
C 1.030 0.519 -2.342
C 2.028 -0.544 -2.915
Cl 1.890 -2.062 -1.934
H 1.130 0.688 -1.270
H 1.062 1.531 -2.745
H 3.092 -0.308 -2.922
H 1.893 -0.772 -3.972
O 3.210 2.405 -1.199
C 2.257 2.987 -0.837
N 1.418 3.525 -1.675
C 2.007 3.311 0.667
H 1.515 3.471 -2.679
H 0.683 4.067 -1.243
H 0.970 3.477 0.957
H 2.586 4.199 0.922
H 2.399 2.467 1.235
O -3.050 -4.455 2.756
C -3.400 -3.380 2.266
N -2.629 -2.454 1.893
C -4.840 -3.223 1.902
H -1.646 -2.520 2.118
H -3.108 -1.645 1.524
H -4.910 -3.129 0.818
H -5.244 -2.299 2.314
H -5.563 -3.977 2.212

Computed properties:
- charge = 0
- molar mass (g/mol) = 316.06
- ΔE to the lowest compared entry with this formula, charge and spin (kJ/mol) = 273.2
- DFT total energy (Ha) = -2416.256388

=====

DFT (ωB97M-V/def2-TZVPD) results for the molecule C3H6N2O.

Positions of all 12 atoms, in Å:
C -0.546 1.559 -0.631
N -0.919 0.363 0.082
C -0.123 -0.633 0.103
N 0.887 -0.983 -0.741
C -0.224 -1.237 1.466
O 0.767 -1.338 2.152
H -0.228 1.457 -1.680
H -1.376 2.268 -0.589
H 0.301 1.962 -0.057
H 1.578 -1.661 -0.456
H 1.129 -0.369 -1.504
H -1.246 -1.388 1.855

Computed properties:
- charge = 0
- molar mass (g/mol) = 86.09
- ΔE to the lowest compared entry with this formula, charge and spin (kJ/mol) = 171.5
- DFT total energy (Ha) = -302.627775
- SMILES = C/N=C(\N)C=O

=====

DFT (ωB97M-V/def2-TZVPD) results for a structure of composition C17H19F7N4O7RuSe.

Positions of all 56 atoms, in Å:
Ru -0.165 0.493 0.302
C -3.066 -0.179 0.917
N -2.116 -0.064 -0.207
C -2.706 0.900 -1.163
C -1.989 -1.417 -0.821
C -0.755 -1.455 -1.711
N 0.330 -0.998 -0.847
C 1.629 -1.176 -1.213
C 2.643 -0.558 -0.448
F 2.272 0.213 0.617
C 3.983 -0.667 -0.724
F 4.858 -0.023 0.067
C 4.437 -1.413 -1.795
C 3.470 -2.031 -2.558
F 3.847 -2.761 -3.627
C 2.118 -1.930 -2.298
F 1.297 -2.561 -3.163
H -4.023 -0.533 0.517
H -3.200 0.789 1.393
H -2.690 -0.879 1.655
H -3.719 0.566 -1.418
H -2.104 0.978 -2.065
H -2.756 1.875 -0.682
H -2.911 -1.663 -1.359
H -1.860 -2.117 0.005
H -0.881 -0.804 -2.589
H -0.599 -2.472 -2.066
H 5.485 -1.492 -2.033
N 0.144 2.572 1.321
C -0.717 3.284 1.010
N -1.716 4.060 0.641
C -1.600 4.776 -0.644
C -0.961 6.128 -0.395
O -1.666 6.865 0.603
C -1.696 6.179 1.837
C -2.387 4.831 1.691
H -2.614 4.900 -1.031
H -1.041 4.154 -1.353
H -0.984 6.733 -1.300
H 0.085 5.995 -0.089
H -2.228 6.819 2.542
H -0.672 6.024 2.206
H -3.422 4.975 1.372
H -2.373 4.261 2.620
O 0.628 3.517 -2.985
Se 0.387 1.922 -2.893
O 1.644 1.009 -3.300
O 0.214 1.735 -1.176
O -1.013 1.429 -3.555
F -0.684 -1.244 5.035
C 0.191 -0.434 4.396
F 0.173 0.742 5.030
F 1.409 -0.961 4.555
C -0.213 -0.296 2.908
O 0.307 -1.033 2.050
O -1.065 0.575 2.667

Computed properties:
- spin multiplicity = 2
- ⟨S²⟩ = 0.76
- charge = -1
- molar mass (g/mol) = 704.38
- ΔE to the lowest compared entry with this formula, charge and spin (kJ/mol) = 167.3
- DFT total energy (Ha) = -4600.250041

=====

DFT (ωB97M-V/def2-TZVPD) results for the molecule C4H10FN.

Positions of all 16 atoms, in Å:
C -0.988 -0.871 0.878
C -0.599 0.477 0.126
C 0.796 0.305 -0.516
C 1.512 1.655 -0.726
H -1.715 -2.249 -0.377
H -0.923 -2.807 0.837
H -2.011 -0.890 1.374
H -0.253 -0.921 1.676
H -1.273 0.545 -0.729
H -0.629 1.345 0.641
H 0.795 -0.201 -1.465
H 1.372 -0.289 0.243
H 1.777 1.826 -1.811
H 2.371 1.606 -0.036
N -0.800 -2.101 0.074
F 0.568 2.568 -0.188

Computed properties:
- charge = 0
- molar mass (g/mol) = 91.13
- ΔE to the lowest compared entry with this formula, charge and spin (kJ/mol) = 122.9
- DFT total energy (Ha) = -312.972135
- SMILES = NCCCCF

=====

DFT (ωB97M-V/def2-TZVPD) results for a structure of composition C21H21IrN4O4S2.

Positions of all 53 atoms, in Å:
Ir 0.184 0.092 -0.006
C 0.898 -2.479 1.616
N 0.505 -2.009 0.256
C -0.790 -2.657 -0.092
C -1.629 -1.805 -1.025
N -1.881 -0.486 -0.380
C -2.612 0.421 -1.293
C -2.641 -0.636 0.872
C -3.929 -1.161 0.824
C -4.677 -1.287 1.979
C -4.127 -0.875 3.191
C -2.848 -0.361 3.239
C -2.073 -0.233 2.077
S -0.442 0.394 2.186
C 1.654 -2.276 -0.619
C 1.755 -3.412 -1.405
C 2.902 -3.632 -2.166
C 3.953 -2.730 -2.099
C 3.854 -1.599 -1.301
C 2.704 -1.338 -0.561
S 2.504 0.158 0.353
H 0.990 -3.569 1.596
H 0.144 -2.168 2.332
H 1.846 -2.024 1.884
H -1.328 -2.753 0.850
H -0.659 -3.666 -0.481
H -2.567 -2.321 -1.257
H -1.114 -1.617 -1.966
H -3.515 -0.063 -1.675
H -1.977 0.689 -2.134
H -2.883 1.320 -0.748
H -4.355 -1.470 -0.123
H -5.677 -1.696 1.937
H -4.704 -0.960 4.103
H -2.418 -0.048 4.182
H 0.957 -4.139 -1.446
H 2.969 -4.514 -2.789
H 4.846 -2.896 -2.686
H 4.655 -0.871 -1.278
O 0.250 3.841 -4.467
C 0.537 2.644 -4.943
O 0.705 2.421 -6.116
C 0.651 1.536 -3.952
C 1.029 0.252 -4.282
N 1.001 -0.479 -3.155
N 0.636 0.265 -2.104
C 0.418 1.486 -2.568
C -0.006 2.517 -1.571
O -0.222 3.665 -1.951
O -0.166 2.078 -0.380
H 0.094 3.829 -3.481
H 1.318 -0.159 -5.234
H 1.300 -1.437 -3.016

Computed properties:
- charge = 0
- molar mass (g/mol) = 649.77
- ΔE to the lowest compared entry with this formula, charge and spin (kJ/mol) = 0.0
- DFT total energy (Ha) = -2233.659820

=====

DFT (ωB97M-V/def2-TZVPD) results for a structure of composition C5H4AgNaO7.

Positions of all 18 atoms, in Å:
O -1.217 1.699 1.831
C 0.041 1.959 2.419
C 0.847 2.640 1.299
O 0.020 2.541 0.158
C -1.116 1.745 0.426
H -0.105 2.610 3.291
H 0.513 1.021 2.741
H 1.807 2.136 1.123
H 1.036 3.703 1.506
O -2.153 1.979 -0.233
Na 1.495 -2.011 -0.234
O -0.918 -1.890 -0.282
O 0.284 -0.742 -1.827
C -0.569 -1.648 -1.499
C -0.269 -3.037 -2.270
O -0.984 -3.614 -3.121
O 0.839 -3.565 -1.891
Ag 0.449 -5.525 -3.437

Computed properties:
- spin multiplicity = 2
- ⟨S²⟩ = 0.75
- charge = -1
- molar mass (g/mol) = 306.94
- DFT total energy (Ha) = -1028.897008

=====

DFT (ωB97M-V/def2-TZVPD) results for a structure of composition C12H5AgF5OSe.

Positions of all 25 atoms, in Å:
Ag 0.047 0.461 -0.091
Se -0.667 1.199 2.127
C 0.258 0.041 3.333
C 0.926 -1.122 2.949
C 1.574 -1.918 3.881
C 1.572 -1.582 5.228
C 0.907 -0.428 5.625
C 0.264 0.370 4.691
H 0.938 -1.407 1.903
H 2.086 -2.812 3.544
H 2.079 -2.204 5.954
H 0.892 -0.141 6.669
H -0.241 1.270 5.018
F -2.356 1.465 -6.421
C -1.636 1.087 -5.346
C -0.394 1.640 -5.096
F 0.095 2.574 -5.930
C 0.344 1.243 -3.997
F 1.544 1.818 -3.806
C -0.108 0.275 -3.080
O 0.613 -0.109 -2.074
C -1.378 -0.259 -3.372
F -1.907 -1.182 -2.548
C -2.122 0.134 -4.469
F -3.330 -0.413 -4.691

Computed properties:
- charge = -1
- molar mass (g/mol) = 446.99
- DFT total energy (Ha) = -3583.321364

=====

DFT (ωB97M-V/def2-TZVPD) results for a structure of composition C25H45N3O4PSSbTi.

Positions of all 81 atoms, in Å:
Ti -0.620 -0.147 0.100
C 3.249 1.003 2.570
O 2.122 1.876 2.710
C 0.985 1.584 2.134
O 0.774 0.570 1.448
N 0.027 2.497 2.383
N -1.265 2.277 1.871
H 3.554 0.686 3.566
H 4.059 1.573 2.115
H 2.997 0.140 1.953
H 0.256 3.334 2.915
H -1.524 3.040 1.241
H -1.941 2.270 2.637
S -1.814 3.565 -2.096
C -0.107 3.607 -2.075
C 0.453 2.529 -1.440
C -0.495 1.607 -0.948
C -1.781 2.060 -1.211
C -2.938 1.364 -0.726
C -4.254 1.791 -0.944
C -5.301 1.064 -0.424
C -5.017 -0.102 0.287
C -3.699 -0.467 0.464
N -2.670 0.253 0.005
H 0.398 4.443 -2.526
H 1.524 2.421 -1.328
H -4.423 2.687 -1.516
H -6.320 1.386 -0.568
H -5.808 -0.717 0.682
H -3.458 -1.376 1.006
C -1.820 -3.208 4.331
C -2.030 -2.300 3.121
C -2.339 -0.868 3.574
P -0.721 -2.261 1.762
C 0.993 -2.455 2.543
C 1.503 -3.856 2.868
C 1.133 -1.564 3.781
C -1.032 -3.848 0.800
C -2.236 -3.666 -0.132
C -1.272 -5.133 1.593
H -2.771 -3.323 4.849
H -1.120 -2.783 5.043
H -1.478 -4.196 4.048
H -2.908 -2.688 2.584
H -1.586 -0.511 4.273
H -3.297 -0.843 4.091
H -2.382 -0.170 2.729
H 1.650 -2.042 1.753
H 0.921 -4.327 3.656
H 2.527 -3.770 3.232
H 1.520 -4.495 1.990
H 0.675 -2.032 4.648
H 0.679 -0.584 3.636
H 2.187 -1.429 4.012
H -0.132 -3.954 0.176
H -3.175 -3.759 0.413
H -2.216 -4.451 -0.886
H -2.229 -2.703 -0.646
H -2.206 -5.079 2.147
H -0.465 -5.376 2.274
H -1.363 -5.957 0.888
C 2.064 -0.143 -3.059
Sb 2.174 -0.867 -1.034
C 4.184 -0.089 -0.750
C 2.854 -2.864 -1.514
H 2.750 -0.727 -3.668
H 2.358 0.902 -3.095
H 1.054 -0.249 -3.442
H 4.718 -0.230 -1.684
H 4.707 -0.629 0.032
H 4.182 0.968 -0.513
H 3.905 -2.808 -1.774
H 2.279 -3.222 -2.362
H 2.724 -3.542 -0.676
C -2.243 -1.476 -3.610
O -1.971 -0.822 -2.352
C -0.909 -1.207 -1.647
O -0.162 -2.100 -2.019
H -1.386 -2.086 -3.896
H -2.434 -0.699 -4.345
H -3.129 -2.100 -3.494

Computed properties:
- charge = +2
- molar mass (g/mol) = 684.32
- ΔE to the lowest compared entry with this formula, charge and spin (kJ/mol) = 205.1
- DFT total energy (Ha) = -3273.555539

=====

DFT (ωB97M-V/def2-TZVPD) results for the molecule C2H4S2.

Positions of all 8 atoms, in Å:
C -0.276 0.437 0.448
C 0.383 -0.897 0.290
S -0.620 0.774 -1.316
S -0.600 1.167 1.864
H 1.555 -0.724 0.170
H 0.245 -1.633 1.066
H 0.218 -1.180 -0.760
H -0.903 2.056 -1.762

Computed properties:
- spin multiplicity = 3
- ⟨S²⟩ = 2.01
- charge = 0
- molar mass (g/mol) = 92.19
- ΔE to the lowest compared entry with this formula, charge and spin (kJ/mol) = 78.0
- DFT total energy (Ha) = -874.835302